# 1
# C3H42N2O16

17 unconnected molecules or ions with the total composition C3H42N2O16 at a distorted geometry (wB97M-V/def2-TZVPD, the Open Molecules 2025 dataset).

```
63
C3H42N2O16 | the Open Molecules 2025 dataset | wB97M-V/def2-TZVPD
N 0.535 -2.232 -1.468
C 0.954 -0.846 -1.206
C 0.436 -0.231 0.152
N 0.765 -1.066 1.323
C -0.228 -1.190 2.396
H -0.350 -2.476 -1.048
H 1.155 -2.894 -1.064
H 1.996 -0.747 -1.441
H 0.411 -0.327 -2.018
H 0.705 0.831 0.378
H -0.640 -0.191 0.166
H 1.777 -1.112 1.566
H 0.194 -0.381 3.184
H -1.259 -1.101 2.084
H -0.108 -2.160 2.860
H -1.233 2.111 -0.814
H -2.248 3.141 -0.517
O -1.297 3.060 -0.879
H 4.448 1.733 1.370
H 3.710 1.791 2.678
O 3.884 2.324 1.917
H -0.625 0.588 3.803
H -0.035 1.826 3.315
O -0.874 1.540 3.653
H 2.484 -3.846 -0.239
H 2.782 -2.522 0.406
O 3.197 -3.162 -0.190
H 4.300 1.957 -2.525
H 3.018 1.168 -2.673
O 3.880 1.154 -2.219
H -0.599 4.385 2.202
H -0.683 3.443 0.997
O -0.950 3.511 1.938
H -3.299 -3.871 -0.184
H -2.725 -3.973 -1.579
O -2.542 -4.209 -0.676
H -3.930 -0.399 1.310
H -3.599 -1.140 -0.078
O -3.759 -1.234 0.870
H -2.576 1.487 2.539
H -3.825 1.211 3.254
O -3.481 1.167 2.365
H 0.336 3.440 -1.451
H 1.686 4.205 -1.039
O 1.274 3.369 -1.228
H 0.877 -3.486 1.014
H -0.299 -4.153 1.379
O 0.646 -4.309 1.478
H 4.662 -1.038 0.492
H 4.262 0.274 -0.250
O 4.853 -0.088 0.458
H -1.744 -3.268 -3.401
H -0.737 -2.040 -3.582
O -1.634 -2.335 -3.499
H 1.573 2.358 -2.634
H 0.952 2.382 -4.157
O 1.292 1.802 -3.405
H -2.388 -1.242 -2.116
H -2.793 0.007 -2.627
O -2.536 -0.341 -1.727
H -4.157 2.334 0.965
H -3.480 1.590 -0.275
O -3.660 2.415 0.156
```

Calculated values
Largest force on an atom (eV/A): 4.041
ΔE to the lowest compared entry with this formula, charge and spin (kJ/mol): 444.46
E (a.u.): -1452.778332
Highest occupied orbital energy (eV): -8.78



# 2
# C2H4N2O3

2 unconnected molecules or ions with the total composition C2H4N2O3 at a distorted geometry (wB97M-V/def2-TZVPD, the Open Molecules 2025 dataset).

```
11
C2H4N2O3 | the Open Molecules 2025 dataset | wB97M-V/def2-TZVPD
C 1.766 -0.060 0.133
N 0.957 1.133 0.211
C -0.158 1.537 0.056
O -1.167 2.116 -0.050
H 1.157 -0.882 0.543
H 2.625 -0.007 0.819
H 2.211 -0.158 -0.900
O -1.517 -2.268 0.275
N -1.348 -1.123 0.093
O -2.391 -0.583 -0.638
H -2.136 0.295 -0.542
```

Calculated values
Largest force on an atom (eV/A): 3.436
ΔE to the lowest compared entry with this formula, charge and spin (kJ/mol): 395.18
E (a.u.): -413.741180
Highest occupied orbital energy (eV): -10.77



# 3
# C19H23F26NO3Si2

A molecular structure, C19H23F26NO3Si2 at a distorted geometry (wB97M-V/def2-TZVPD, the Open Molecules 2025 dataset).

```
74
C19H23F26NO3Si2 | the Open Molecules 2025 dataset | wB97M-V/def2-TZVPD
N -4.349 -2.198 -2.089
C -2.976 -2.656 -1.641
C -1.785 -2.399 -2.756
C -2.193 -2.888 -4.286
Si -1.799 -1.355 -5.441
F -0.225 -0.707 -4.978
O -3.155 -0.260 -5.271
Si -2.724 1.271 -4.540
C -3.898 1.721 -3.031
C -3.076 1.514 -1.625
C -2.214 2.819 -1.129
F -2.364 3.930 -2.142
F -2.752 3.408 0.153
C -0.600 2.567 -0.979
F -0.077 3.689 -0.114
F 0.059 2.680 -2.301
C -0.179 1.157 -0.256
F -1.154 0.664 0.753
F 0.047 0.166 -1.374
C 1.296 1.238 0.527
F 2.315 1.986 -0.246
F 1.077 1.720 1.910
F 1.825 -0.171 0.646
H -4.779 -1.576 -1.343
H -4.304 -1.593 -2.939
H -2.655 -2.059 -0.659
H -3.017 -3.813 -1.418
H -0.787 -2.874 -2.366
H -1.617 -1.219 -2.784
H -1.498 -3.815 -4.556
H -3.344 -3.162 -4.389
H -1.641 -1.866 -6.828
H -1.371 1.364 -4.016
H -2.943 2.327 -5.544
H -4.750 0.890 -3.044
H -4.411 2.766 -3.156
H -3.902 1.322 -0.787
H -2.464 0.522 -1.728
C 5.509 2.442 1.217
C 5.963 3.812 1.743
C 6.527 4.757 0.686
F 7.605 4.248 0.051
F 6.939 5.922 1.257
F 6.839 3.627 2.766
F 4.866 4.413 2.305
O 6.451 1.369 1.334
C 7.433 1.306 0.300
C 8.852 1.603 0.806
F 8.924 2.800 1.436
F 9.737 1.652 -0.226
F 7.052 2.110 -0.719
F 7.376 0.036 -0.187
H 4.670 2.130 1.852
H 5.080 2.500 0.211
H 5.771 5.010 -0.064
H 9.181 0.834 1.507
C -1.698 -2.310 3.445
C -2.993 -1.957 2.699
C -4.165 -1.558 3.591
F -4.514 -2.530 4.463
F -5.274 -1.308 2.840
F -3.323 -2.983 1.870
F -2.710 -0.897 1.876
O -1.464 -3.701 3.694
C -2.126 -4.233 4.841
C -3.214 -5.256 4.481
F -4.126 -4.742 3.620
F -3.901 -5.648 5.587
F -2.587 -3.212 5.598
F -1.157 -4.838 5.581
H -0.872 -2.015 2.785
H -1.554 -1.704 4.346
H -3.942 -0.649 4.157
H -2.774 -6.140 4.016
```

Calculated values
Largest force on an atom (eV/A): 5.332
E (a.u.): -4193.650160
Highest occupied orbital energy (eV): -9.63



# 4
# C19H16AuN4S

A molecular structure, C19H16AuN4S (wB97M-V/def2-TZVPD, the Open Molecules 2025 dataset).

```
41
C19H16AuN4S | the Open Molecules 2025 dataset | wB97M-V/def2-TZVPD
Au 0.493 0.406 -1.807
N 3.376 3.306 -0.078
C 2.431 2.450 -0.444
S 2.158 2.159 -2.102
N 1.798 1.876 0.642
N 0.754 1.173 0.329
C -0.133 0.781 1.224
C -0.156 1.228 2.618
C -1.349 1.697 3.174
C -1.384 2.109 4.495
C -0.235 2.034 5.272
C 0.954 1.557 4.725
C 1.003 1.171 3.398
C -1.184 -0.144 0.719
C -1.955 -0.887 1.600
C -2.945 -1.718 1.092
C -3.142 -1.774 -0.273
C -2.314 -1.020 -1.099
N -1.360 -0.235 -0.617
H 3.927 3.777 -0.775
H 3.544 3.480 0.900
H -2.242 1.762 2.563
H -2.308 2.486 4.918
H -0.263 2.350 6.307
H 1.845 1.488 5.337
H 1.927 0.801 2.974
H -1.769 -0.825 2.663
H -3.551 -2.315 1.761
H -3.916 -2.394 -0.706
H -2.412 -1.048 -2.178
C 0.806 -3.208 -5.011
C 1.236 -1.937 -5.372
C 1.184 -0.893 -4.454
C 0.686 -1.130 -3.178
C 0.262 -2.402 -2.805
C 0.326 -3.442 -3.729
H 0.852 -4.018 -5.727
H 1.618 -1.752 -6.369
H 1.537 0.090 -4.745
H -0.100 -2.606 -1.803
H 0.003 -4.435 -3.439
```

Calculated values
Largest force on an atom (eV/A): 0.736
Net charge: +1
Multiplicity: 3
E (a.u.): -1486.225472
Highest occupied orbital energy (spin up / spin down) (eV): -10.55 / -11.34



# 5
# C7H13N

A gas-phase ion, C7H13N (charge +1) at a distorted geometry (wB97M-V/def2-TZVPD, the Open Molecules 2025 dataset).

```
21
C7H13N | the Open Molecules 2025 dataset | wB97M-V/def2-TZVPD
C 2.238 2.475 2.274
C 1.623 2.534 0.817
C 1.380 1.122 0.163
C 0.215 0.464 0.359
N -0.004 -0.747 -0.345
C -1.420 -1.041 -0.563
C -2.670 -2.858 -1.800
C -1.597 -2.334 -1.287
H 2.188 1.456 2.649
H 1.728 3.141 2.882
H 3.236 2.809 2.159
H 2.455 3.103 0.322
H 0.659 2.960 0.808
H 2.174 0.768 -0.416
H -0.644 0.753 0.964
H 0.716 -1.230 -0.760
H -2.125 -1.167 0.381
H -1.856 -0.190 -1.118
H -3.715 -2.486 -1.874
H -2.782 -3.879 -2.145
H -0.625 -2.972 -1.219
```

Calculated values
Largest force on an atom (eV/A): 6.719
ΔE to the lowest compared entry with this formula, charge and spin (kJ/mol): 191.49
Net charge: +1
Multiplicity: 2
E (a.u.): -328.895360
Highest occupied orbital energy (spin up / spin down) (eV): -13.67 / -13.68



# 6
# C6H10N4

A gas-phase ion, C6H10N4 (charge +2) at a distorted geometry (wB97M-V/def2-TZVPD, the Open Molecules 2025 dataset).

```
20
C6H10N4 | the Open Molecules 2025 dataset | wB97M-V/def2-TZVPD
C 1.433 -1.818 -0.655
C -0.260 2.143 -0.848
C 1.249 0.460 -1.205
C -0.821 -0.945 -0.318
C -0.567 0.220 0.615
C -0.466 -0.059 2.062
N 1.717 -0.650 -1.149
N 0.173 -2.006 -0.279
N -0.725 1.501 0.238
N 0.783 1.608 -1.546
H 2.193 -2.583 -0.586
H -0.657 3.100 -1.143
H -1.770 -1.388 0.012
H -0.984 -0.623 -1.354
H 0.487 0.282 2.475
H -0.571 -1.117 2.285
H -1.236 0.483 2.620
H -0.095 -2.915 0.083
H -1.133 2.120 0.948
H 1.251 2.188 -2.254
```

Calculated values
Largest force on an atom (eV/A): 2.069
ΔE to the lowest compared entry with this formula, charge and spin (kJ/mol): 311.53
Net charge: +2
E (a.u.): -452.884879
Highest occupied orbital energy (spin up / spin down) (eV): -16.40 / -16.40